No. 1
Here is an isolated ion of composition C6H13N2O and charge +1 at a distorted geometry from the Open Molecules 2025 dataset. Energies are from ωB97M-V/def2-TZVPD.

Results
Electronic energy (Eh): -420.85607
HOMO (eV): -13.7
Orbital gap (eV): 10.438
Net charge: +1
LUMO level (eV): -3.3
Energy relative to the best compared isomer or geometry (same formula, charge and spin) (eV): 2.637

Geometry (Å):
C1 0.3708 -0.9414 -1.4777
H1 0.9423 -1.6808 -0.9589
C2 -0.5606 1.7557 -0.8380
N1 1.3005 -1.0854 1.7093
H2 -1.1906 -2.6759 -0.0022
C3 0.2377 2.1509 0.4628
H3 -2.2603 -1.7188 -1.0540
C4 0.6309 -0.1143 1.1617
H4 -0.6014 2.4297 1.2139
H5 2.0538 -1.0731 2.2855
H6 1.0400 -0.1230 -1.5473
H7 1.0127 -1.9887 1.4535
C5 -0.6706 -0.5838 -0.4517
H8 -1.1044 2.6994 -1.0733
H9 0.8830 3.0141 0.3249
H10 0.2249 1.5383 -1.6133
H11 -0.0333 -1.3320 -2.3889
H12 -2.2774 -1.5722 0.6954
O1 -1.2949 0.5870 -0.5333
H13 1.8816 1.3765 1.6719
C6 -1.6295 -1.7670 -0.1962
N2 1.0446 1.1048 1.1559

Cartesian forces, eV/Å:
0.13 0.26 1.86
0.48 -0.95 -0.21
3.62 0.31 0.84
-2.21 -0.59 -1.28
1.33 -2.03 -0.19
-2.13 0.37 1.80
-0.53 -0.52 -0.75
-1.15 -1.34 -2.83
1.46 -0.10 -1.11
2.79 0.64 2.04
0.69 0.60 -0.92
-0.47 -1.24 0.00
0.79 -0.45 1.36
-0.39 -1.42 -0.09
-0.12 0.01 -0.23
-1.20 0.43 0.29
-0.26 0.03 -0.54
0.41 0.12 -0.77
-1.71 0.61 -0.53
-0.27 0.17 -0.13
-0.94 3.90 1.96
-0.33 1.23 -0.56


No. 2
Here is a 2-piece molecular cluster, C9H14 overall at a distorted geometry from the Open Molecules 2025 dataset. Energies are from ωB97M-V/def2-TZVPD.

Results
Electronic energy (Eh): -350.94093
HOMO (alpha / beta) (eV): -13.3 / -13.3
Orbital gap (alpha / beta) (eV): 8.880 / 4.817
⟨S²⟩: 0.77
Net charge: +1
2S+1: 2
LUMO level (alpha / beta) (eV): -4.4 / -8.5
Energy relative to the best compared isomer or geometry (same formula, charge and spin) (eV): 1.852

Geometry (Å):
C1 -0.5757 1.5694 -0.8275
C2 -0.6429 -0.6529 2.5442
H1 -1.5693 1.8615 -0.6481
H2 2.6607 0.1898 -2.4510
H3 -0.4333 -0.1434 1.5992
H4 0.4109 3.5513 -0.9430
H5 -2.4348 -1.4021 2.0908
H6 1.6499 -2.0825 -2.6041
H7 1.6525 -1.9796 -0.8936
C3 0.4869 2.5190 -1.0277
H8 -2.6566 -0.0149 2.9452
C4 0.7298 -0.2622 -1.6000
H9 0.0172 -1.6261 2.7065
C5 -0.4661 0.2214 -0.9970
H10 2.4107 2.5522 -2.0249
H11 -2.1985 -1.4000 3.9222
H12 0.0892 -2.2599 -1.8281
H13 -0.2883 0.0516 3.3325
H14 -1.1660 -0.5890 -0.8790
C6 1.7553 0.5637 -1.9693
C7 1.5797 1.9084 -1.6873
C8 1.0116 -1.7180 -1.7968
C9 -2.0231 -0.8578 3.0369

Cartesian forces, eV/Å:
-0.87 -0.21 0.35
3.31 -0.18 3.29
-0.96 0.98 0.84
-0.37 0.22 0.13
-0.56 -0.48 0.02
-0.23 1.59 0.50
-0.30 -0.18 1.99
-0.07 0.82 -0.32
-0.94 0.00 -0.48
-0.60 -4.24 -1.54
-0.28 1.37 0.63
0.78 -2.98 -0.16
-1.33 2.00 -0.75
1.38 0.05 -0.93
-0.52 -0.15 0.38
0.16 -0.63 0.91
-0.36 -0.71 0.39
0.94 -0.25 -0.70
-0.91 0.64 0.42
0.63 3.13 0.12
2.98 0.70 -0.89
0.05 0.16 1.13
-1.91 -1.68 -5.34


No. 3
Here is C35H34ClIrNOSi2 as an isolated structure at a distorted geometry from the Open Molecules 2025 dataset. Energies are from ωB97M-V/def2-TZVPD.

Results
Electronic energy (Eh): -2626.82317
HOMO (alpha / beta) (eV): -11.6 / -13.8
Orbital gap (alpha / beta) (eV): 5.650 / 4.567
⟨S²⟩: 8.79
Net charge: +2
2S+1: 6
LUMO level (alpha / beta) (eV): -5.9 / -9.3
Energy relative to the best compared isomer or geometry (same formula, charge and spin) (eV): 0.000

Geometry (Å):
C1 -1.3641 3.9657 -1.0076
H1 -2.2563 -1.2175 1.1329
C2 -0.0281 0.7786 -2.9581
H2 -2.8799 2.2002 -4.1364
C3 0.8315 -2.0905 -3.3948
C4 -1.8151 2.0552 -3.9523
H3 -0.9043 -0.2705 -0.2636
Si1 2.4099 -1.3545 -0.2533
C5 1.7512 -4.2407 -4.1193
C6 -0.8952 1.9401 0.8141
C7 1.6480 -3.2148 -3.1819
O1 -0.7888 2.5763 3.6080
H4 -3.4180 0.5671 2.8073
C8 -2.1871 2.1360 0.3275
H5 3.6639 0.7925 6.5379
H6 1.2241 3.5249 -4.5648
H7 3.4764 -1.1539 4.9456
C9 0.1835 2.6202 0.2472
H8 -0.6723 -5.1102 -0.2942
H9 1.2195 -3.8597 0.6830
H10 -2.9835 1.4803 0.6569
C10 -1.6819 -1.9999 -1.2353
C11 2.2473 1.9769 5.3775
C12 1.0385 -4.1454 -5.3134
H11 -2.1152 0.2822 -2.7740
H12 2.3087 2.8901 5.9649
C13 -1.6685 -3.3690 -1.0980
C14 -0.5618 -1.2110 -0.7220
H13 2.8919 -0.6626 0.9660
C15 -2.5134 0.0160 3.0101
Ir1 -0.6443 0.7191 2.3445
C16 2.8832 -0.2444 4.8010
C17 0.4422 -3.3262 0.1291
H14 -2.5218 -1.4796 -1.7116
C18 -0.9022 -1.6679 2.8870
H15 -1.4073 3.2484 3.2502
H16 -3.4302 3.3633 -0.9338
N1 1.1335 0.8560 3.5482
Cl1 3.9129 -2.7614 -0.5093
H17 1.9787 1.5423 -3.2204
C19 1.3637 1.9679 4.2928
H18 1.1249 -4.9442 -6.0471
C20 2.9960 0.8420 5.6742
H19 2.2168 -3.3013 -2.2592
C21 0.9197 1.6979 -3.4395
Si2 0.6071 -0.7273 -2.1330
C22 0.5221 3.1554 3.9548
C23 1.9749 -0.1985 3.7395
H20 1.9400 -1.0152 3.0072
C24 -0.9056 -1.1594 4.2066
C25 -1.8131 -0.0681 4.2711
C26 0.4954 2.7980 -4.1879
C27 -1.9165 -0.9729 2.1307
H21 0.3937 3.8278 4.8166
H22 1.1822 2.2881 0.5060
C28 -0.8741 2.9661 -4.4353
H23 -0.3208 -2.9597 -6.4947
H24 0.7738 4.2311 -1.0776
C29 0.6069 -1.9560 -0.0866
H25 -1.2027 3.8417 -4.9909
H26 -1.9923 0.5831 5.1189
C30 -1.3913 0.9689 -3.1913
C31 0.2305 -3.0314 -5.5575
H27 0.9137 3.6930 3.0711
H28 -0.2836 -2.4826 2.5047
H29 2.3730 -5.1162 -3.9072
C32 -0.6338 -4.0266 -0.4189
H30 0.3164 -0.0252 1.2940
H31 -0.4991 -1.1494 -4.7962
H32 -1.5533 4.7920 -1.6910
C33 0.1295 -2.0145 -4.6036
C34 -0.0560 3.6660 -0.6430
H33 -0.3209 -1.5411 5.0417
H34 -2.5025 -3.9538 -1.4942
C35 -2.4203 3.1727 -0.5697

Cartesian forces, eV/Å:
0.04 0.13 -0.26
0.01 -0.02 0.25
1.14 0.61 -0.02
0.31 0.00 -0.02
0.83 -0.45 0.38
0.12 -0.03 0.14
0.46 -0.23 -0.13
-0.62 -0.85 1.11
-0.13 0.09 0.21
-0.15 0.12 -1.01
0.10 -0.25 0.13
-0.24 1.66 0.55
0.08 0.16 0.01
0.04 0.57 -0.08
-0.27 0.11 -0.32
-0.37 -0.31 0.14
-0.19 0.45 -0.09
-0.20 0.20 -0.07
-0.02 0.35 -0.01
-0.15 -0.12 -0.40
-0.20 0.23 0.01
0.07 -0.85 0.23
-0.10 0.17 -0.40
0.04 0.08 0.13
-0.08 0.02 -0.10
0.10 -0.24 -0.02
-0.81 0.65 -0.60
1.05 0.23 -0.45
0.05 0.53 -0.55
-0.44 -1.19 0.22
3.33 0.74 -1.79
-0.12 -0.21 -0.34
0.30 -0.21 -0.34
0.34 -0.32 0.29
-0.74 -0.35 -0.26
0.63 -0.22 0.24
0.24 -0.04 0.09
2.34 -0.07 1.36
-0.75 0.68 -0.04
-0.23 0.13 -0.20
-0.08 -0.90 0.48
-0.07 0.23 0.07
-0.20 -0.13 -0.40
-0.14 -0.07 -0.31
-0.41 0.29 -0.40
-1.65 -0.36 -1.32
-1.12 -0.03 -0.32
0.15 0.45 0.42
-0.38 0.33 0.53
-0.59 0.50 0.67
-0.43 -1.34 0.54
-0.02 -0.09 0.17
-0.88 -1.07 0.96
0.15 -0.19 -0.40
0.15 0.39 0.01
0.28 0.06 0.03
0.10 0.03 0.29
-0.28 -0.20 0.20
-0.14 -0.41 0.03
0.02 -0.22 0.02
0.02 -0.23 -0.11
0.05 0.35 -0.02
-0.02 0.06 0.27
-0.09 -0.15 0.43
-0.30 0.43 0.19
-0.21 0.40 -0.13
0.33 -0.58 0.85
-0.38 0.21 0.13
0.07 -0.13 -0.14
0.02 -0.19 0.15
-0.03 0.19 -0.48
0.17 -0.01 -0.09
0.00 0.30 -0.33
0.32 0.16 0.09
-0.19 -0.03 -0.10


Question: Which formula does entry 2 have?
Answer: C9H14